19
Properties=species:S:1:pos:R:3 method="wB97M-V/def2-TZVPD" s2=0.753 e_homo_ev="-12.1 / -12.0" max_force_ev_per_a=1.91 total_charge=+1 homo_lumo_gap_ev="8.3 / 2.8" multiplicity=2
C -1.410 -0.887 0.042
C 0.028 -0.463 -0.224
C 0.661 -1.108 -1.463
S 0.437 -2.895 -1.305
N 0.299 0.984 -0.320
C -0.260 1.833 0.713
N 0.708 2.083 1.754
H -2.033 -0.002 0.185
H -1.574 -1.537 0.901
H -1.897 -1.348 -0.831
H 0.564 -0.785 0.685
H 1.750 -1.019 -1.381
H 0.133 -0.772 -2.365
H 1.436 -3.288 -2.115
H 1.308 1.072 -0.255
H -1.149 1.390 1.169
H -0.609 2.773 0.279
H 1.235 1.280 2.049
H 0.373 2.691 2.484